The following is a quantum chemistry calculation of a structure of composition C3H4N2, from the Open Molecules 2025 dataset.

```
! wB97M-V def2-TZVPD RIJCOSX def2/J DEFGRID3
* xyz 0 1
N 2.111 0.720 -0.544
C 1.762 -0.348 -0.154
C 0.347 0.242 -0.069
C -0.970 -0.354 -0.282
N -0.554 0.178 1.043
H 0.449 1.266 -0.469
H -1.664 0.292 -0.818
H -1.128 -1.420 -0.401
H -0.354 -0.575 1.695
*
```

Computed properties:
energy above the lowest of the compared OMol25 structures with the same formula, charge and spin: 451.00 kJ/mol
calculated total energy: -226.053408 Ha
LUMO: -0.056 eV
F_max: 3.00 eV/Å


The following is a quantum chemistry calculation of a structure of composition C27H40N4O3S, from the Open Molecules 2025 dataset.

```
! wB97M-V def2-TZVPD RIJCOSX def2/J DEFGRID3
* xyz 0 1
C -4.162 -2.976 1.353
H -5.007 -2.346 1.094
H -4.063 -3.741 0.587
H -4.369 -3.464 2.303
C -2.863 -2.176 1.452
C -2.542 -1.501 0.152
C -1.417 -1.739 -0.538
C -0.158 -2.353 -0.214
C 0.553 -3.033 -1.207
C 1.789 -3.577 -0.928
C 2.364 -3.448 0.335
C 1.669 -2.743 1.310
C 0.426 -2.199 1.047
H -0.085 -1.623 1.804
H 2.108 -2.613 2.289
C 3.704 -4.053 0.617
H 4.457 -3.637 -0.051
H 4.009 -3.867 1.643
H 3.674 -5.129 0.452
H 2.325 -4.109 -1.700
H 0.110 -3.132 -2.185
S -1.711 -1.171 -2.227
O -0.737 -0.236 -2.718
O -1.972 -2.316 -3.056
N -3.099 -0.373 -1.859
C -3.442 -0.603 -0.627
N -4.561 0.000 -0.178
C -4.896 0.313 1.196
H -5.927 -0.011 1.383
C -4.773 1.830 1.449
H -4.449 1.990 2.478
H -5.733 2.330 1.312
C -3.750 2.442 0.488
C -2.374 1.813 0.754
O -2.194 0.976 1.623
N -1.365 2.302 0.020
H -1.530 2.983 -0.703
C -0.011 1.803 0.172
H -0.088 0.757 0.479
C 0.782 1.915 -1.120
H 0.218 1.455 -1.932
H 0.960 2.966 -1.352
C 2.116 1.169 -0.999
N 2.917 1.677 0.107
C 3.253 0.672 1.097
C 4.333 -0.306 0.618
C 5.584 0.466 0.207
C 5.221 1.541 -0.815
H 4.878 1.070 -1.738
H 6.098 2.146 -1.052
C 4.108 2.438 -0.249
C 3.790 3.605 -1.179
H 2.991 4.206 -0.756
H 3.488 3.261 -2.165
H 4.673 4.230 -1.293
H 4.473 2.863 0.697
H 6.331 -0.215 -0.208
H 6.020 0.942 1.090
H 3.951 -0.870 -0.236
H 4.568 -1.015 1.414
H 2.344 0.131 1.365
H 3.613 1.196 1.990
H 2.643 1.243 -1.954
H 1.888 0.110 -0.843
H 0.499 2.354 0.971
C -4.245 2.271 -0.963
C -5.112 1.007 -1.068
H -6.140 1.199 -0.756
H -5.103 0.622 -2.086
H -3.401 2.163 -1.644
H -4.830 3.140 -1.267
H -3.644 3.511 0.708
H -4.229 -0.206 1.871
H -2.898 -1.456 2.272
H -2.048 -2.869 1.671
*
```

Computed properties:
calculated total energy: -1895.793368 Ha
LUMO: -0.074 eV
F_max: 1.29 eV/Å


The following is a quantum chemistry calculation of a structure of composition C28H47BeBrNO3P3, from the Open Molecules 2025 dataset.

```
! wB97M-V def2-TZVPD RIJCOSX def2/J DEFGRID3
* xyz 2 1
C 3.079 4.843 -1.514
C 1.985 4.290 -2.217
C 2.038 4.342 -3.642
C 3.056 5.100 -4.274
N 4.028 5.670 -3.551
C 4.085 5.573 -2.223
C 0.938 3.588 -1.532
C 0.008 2.866 -1.096
C -1.032 2.083 -0.408
C -1.358 0.593 -0.217
C -2.508 0.293 0.670
C -3.419 1.291 1.022
C -3.328 2.591 0.455
C -2.137 2.920 -0.187
Be -0.617 -0.010 1.259
P 0.972 -0.467 -0.348
H 1.252 3.916 -4.277
H 3.156 4.841 -0.426
H 3.050 5.289 -5.371
H 4.904 6.118 -1.697
H -1.976 3.934 -0.561
H -1.017 -0.518 -0.649
H -4.125 3.340 0.475
H -2.720 -0.773 0.929
C 1.856 -2.066 -0.157
C 3.063 -2.364 -1.065
H 1.123 -2.875 -0.282
H 2.189 -2.104 0.892
H 3.400 -3.399 -0.875
H 2.843 -2.279 -2.140
H 3.910 -1.695 -0.852
C 1.319 -0.016 -2.112
C 2.732 0.515 -2.445
H 0.601 0.753 -2.429
H 1.151 -0.908 -2.739
H 2.768 0.859 -3.495
H 3.014 1.370 -1.818
H 3.513 -0.253 -2.322
C 2.034 0.703 0.562
C 3.560 0.450 0.636
H 1.701 0.717 1.613
H 1.859 1.701 0.125
H 3.981 1.202 1.327
H 3.834 -0.549 1.007
H 4.060 0.580 -0.332
Br -4.801 0.715 2.338
P -1.751 -1.985 -1.915
C -0.504 -2.898 -2.955
C -1.102 -4.174 -3.610
H 0.386 -3.187 -2.339
H -0.107 -2.243 -3.766
H -0.383 -4.612 -4.339
H -1.342 -4.927 -2.833
H -2.043 -3.925 -4.146
C -2.695 -3.143 -0.931
C -4.223 -3.051 -1.103
H -2.422 -2.917 0.118
H -2.342 -4.169 -1.139
H -4.669 -3.811 -0.442
H -4.630 -2.060 -0.825
H -4.533 -3.281 -2.137
C -2.711 -0.854 -2.862
C -3.219 -1.403 -4.189
H -2.093 0.041 -3.000
H -3.527 -0.541 -2.210
H -3.840 -0.641 -4.677
H -2.383 -1.657 -4.853
H -3.838 -2.298 -4.046
C 0.646 -3.349 3.699
O 0.378 -2.476 2.603
P -0.462 -1.123 2.845
O -1.841 -1.676 3.450
C -2.452 -1.085 4.602
O 0.231 -0.275 4.024
C 0.007 1.207 3.856
H 1.470 -4.011 3.388
H -0.277 -3.913 3.899
H 0.962 -2.759 4.576
H -3.273 -1.755 4.861
H -1.713 -1.082 5.411
H -2.840 -0.080 4.379
H 0.003 1.730 4.829
H -0.979 1.390 3.378
H 0.754 1.695 3.200
*
```

Computed properties:
energy above the lowest of the compared OMol25 structures with the same formula, charge and spin: 618.48 kJ/mol
calculated total energy: -4987.702115 Ha
LUMO: -6.531 eV
F_max: 4.41 eV/Å


The following is a quantum chemistry calculation of the ion C9H11N2S with charge +1, from the Open Molecules 2025 dataset.

```
! wB97M-V def2-TZVPD RIJCOSX def2/J DEFGRID3
* xyz 1 1
C -1.458 -3.270 -0.432
C -2.288 -2.162 -0.514
C -1.885 -0.953 0.025
C -0.653 -0.857 0.666
C -0.262 0.412 1.338
N 0.565 1.308 0.324
N 1.789 1.220 0.324
C 2.433 1.917 -0.725
C 1.387 2.676 -1.578
S -0.229 2.212 -0.860
C 0.192 -1.963 0.720
C -0.217 -3.168 0.178
H -1.780 -4.215 -0.841
H -3.253 -2.241 -0.989
H -2.530 -0.087 -0.029
H -1.117 1.021 1.621
H 0.421 0.256 2.170
H 2.993 1.177 -1.309
H 3.175 2.587 -0.280
H 1.497 3.759 -1.511
H 1.406 2.379 -2.628
H 1.154 -1.887 1.205
H 0.429 -4.030 0.240
*
```

Computed properties:
energy above the lowest of the compared OMol25 structures with the same formula, charge and spin: 97.36 kJ/mol
calculated total energy: -856.948803 Ha
LUMO: -4.817 eV
structure (SMILES): c1ccc(C[N+]2=NCCS2)cc1
F_max: 1.72 eV/Å


The following is a quantum chemistry calculation of a structure of composition C10H13FeN5OS2, from the Open Molecules 2025 dataset.

```
! wB97M-V def2-TZVPD RIJCOSX def2/J DEFGRID3
* xyz 0 5
Fe -0.263 -2.002 -0.350
C -3.305 3.378 -0.802
C -3.759 2.260 0.090
N -3.643 0.864 -0.397
C -2.476 0.203 -0.466
S -2.454 -1.531 -0.753
N -1.307 0.798 -0.207
N -0.279 -0.084 0.010
C 0.908 0.506 0.311
C 1.136 1.963 0.057
C 1.974 -0.403 0.559
C 3.325 -0.022 0.855
C 4.269 -0.995 0.621
C 3.859 -2.316 0.384
C 2.532 -2.637 0.322
N 1.612 -1.700 0.303
H -3.281 4.306 -0.221
H -4.000 3.501 -1.623
H -2.276 3.245 -1.181
H -4.824 2.455 0.319
H -3.113 2.312 0.954
H -4.468 0.337 -0.626
H 0.246 2.407 -0.380
H 2.034 1.994 -0.595
H 1.359 2.508 1.005
H 3.573 1.040 0.886
H 5.317 -0.722 0.596
H 4.637 -3.048 0.191
H 2.172 -3.671 0.148
O 0.836 -6.026 -0.318
S -0.152 -5.172 0.370
N -0.189 -3.749 -0.062
*
```

Computed properties:
energy above the lowest of the compared OMol25 structures with the same formula, charge and spin: 0.00 kJ/mol
calculated total energy: -2797.919551 Ha
LUMO (alpha / beta): -1.009 / -1.123 eV
⟨S²⟩: 6.05
F_max: 4.72 eV/Å


The following is a quantum chemistry calculation of a structure of composition C63H57N2O2P2Pd, from the Open Molecules 2025 dataset.

```
! wB97M-V def2-TZVPD RIJCOSX def2/J DEFGRID3
* xyz 1 1
C -5.946 -3.246 7.259
O -5.658 -1.916 6.770
C -6.758 -1.134 6.552
C -6.470 0.223 6.299
N -5.098 0.613 6.282
C -4.170 0.278 5.319
N -2.982 0.433 5.976
C -1.727 -0.132 5.564
C -3.149 1.113 7.185
C -4.478 1.201 7.395
C -7.403 1.173 6.741
O -6.878 2.403 6.958
C -7.751 3.500 7.318
C -8.719 0.775 7.061
C -9.044 -0.585 7.049
C -8.071 -1.548 6.825
H -4.991 -3.780 7.286
H -6.397 -3.205 8.266
H -6.648 -3.752 6.577
H -1.881 -1.082 5.034
H -1.146 0.536 4.920
H -1.145 -0.325 6.472
H -2.345 1.431 7.827
H -5.029 1.578 8.250
H -7.095 4.364 7.408
H -8.494 3.679 6.520
H -8.254 3.307 8.282
H -9.448 1.521 7.387
H -10.067 -0.907 7.273
H -8.305 -2.611 6.970
C 0.538 1.319 -6.724
C 0.181 0.124 -6.090
C -0.153 0.114 -4.741
C -0.039 1.280 -3.947
C -0.232 1.139 -2.480
C -0.532 2.249 -1.575
C -1.264 2.177 -0.382
C -2.130 1.115 0.046
C -2.495 1.017 1.420
C -3.380 0.057 1.875
C -3.915 -0.870 0.964
C -3.576 -0.800 -0.405
C -2.765 0.239 -0.869
Pd 1.736 0.334 -2.376
P 3.738 1.215 -2.847
C 3.447 2.909 -3.417
C 3.716 3.288 -4.740
C 3.465 4.597 -5.152
C 2.937 5.533 -4.256
C 2.659 5.156 -2.939
C 2.903 3.846 -2.521
C 4.864 1.365 -1.449
C 5.842 2.372 -1.448
C 6.738 2.469 -0.383
C 6.675 1.549 0.669
C 5.713 0.533 0.657
C 4.787 0.461 -0.383
C 4.614 0.342 -4.160
C 6.013 0.412 -4.271
C 6.655 -0.165 -5.367
C 5.908 -0.819 -6.354
C 4.521 -0.927 -6.224
C 3.877 -0.372 -5.119
P 1.496 -1.718 -1.459
C 0.413 -2.773 -2.432
C 0.959 -3.704 -3.333
C 0.135 -4.338 -4.260
C -1.257 -4.159 -4.206
C -1.819 -3.337 -3.217
C -0.986 -2.596 -2.376
C 3.077 -2.554 -1.224
C 3.452 -3.058 0.034
C 4.772 -3.454 0.262
C 5.718 -3.381 -0.766
C 5.317 -2.994 -2.050
C 3.997 -2.614 -2.284
C 0.697 -1.605 0.146
C -0.101 -2.661 0.624
C -0.613 -2.610 1.919
C -0.279 -1.548 2.760
C 0.517 -0.500 2.292
C 1.015 -0.530 0.989
C 0.323 2.482 -4.593
C 0.567 2.496 -5.973
H 0.802 1.324 -7.792
H 0.149 -0.802 -6.673
H -0.457 -0.817 -4.266
H -0.704 0.186 -2.193
H -0.080 3.221 -1.843
H -1.139 3.005 0.327
H -2.067 1.737 2.124
H -3.710 0.046 2.928
H -4.656 -1.593 1.308
H -3.984 -1.515 -1.127
H -2.700 0.457 -1.935
H 4.111 2.550 -5.439
H 3.692 4.884 -6.182
H 2.758 6.560 -4.584
H 2.262 5.884 -2.227
H 2.670 3.540 -1.499
H 5.885 3.077 -2.279
H 7.496 3.252 -0.393
H 7.388 1.617 1.493
H 5.683 -0.211 1.454
H 4.012 -0.310 -0.389
H 6.589 0.926 -3.502
H 7.739 -0.086 -5.458
H 6.411 -1.237 -7.227
H 3.929 -1.444 -6.982
H 2.798 -0.478 -4.999
H 2.031 -3.912 -3.307
H 0.587 -4.983 -5.020
H -1.902 -4.665 -4.930
H -2.913 -3.251 -3.115
H -1.427 -1.898 -1.659
H 2.703 -3.140 0.819
H 5.054 -3.824 1.249
H 6.758 -3.653 -0.568
H 6.030 -2.997 -2.878
H 3.684 -2.347 -3.294
H -0.285 -3.530 -0.005
H -1.227 -3.437 2.277
H -0.593 -1.570 3.803
H 0.787 0.328 2.949
H 1.675 0.263 0.634
H 0.455 3.393 -4.009
H 0.810 3.438 -6.479
*
```

Computed properties:
energy above the lowest of the compared OMol25 structures with the same formula, charge and spin: 0.00 kJ/mol
calculated total energy: -3505.171743 Ha
LUMO: -4.072 eV
F_max: 2.34 eV/Å


The following is a quantum chemistry calculation of a structure of composition C7H24B3FN2O9Tl2, from the Open Molecules 2025 dataset.

```
! wB97M-V def2-TZVPD RIJCOSX def2/J DEFGRID3
* xyz 2 1
Tl -0.102 -3.497 -0.823
Tl 3.254 0.020 -0.500
B 2.699 -2.531 -1.873
H 2.341 -3.453 -2.431
H 1.932 -1.659 -1.952
H 2.800 -2.773 -0.755
H 3.689 -2.121 -2.279
B 2.582 2.265 -2.312
H 1.536 1.835 -2.493
H 3.333 1.433 -2.606
H 2.708 3.165 -3.007
H 2.624 2.599 -1.208
B 0.098 -0.277 -0.725
H 0.052 0.772 -0.289
H 0.791 -0.233 -1.648
H 0.582 -1.024 0.022
H -0.908 -0.774 -0.985
C 2.395 -2.746 3.631
C 2.380 -1.989 2.304
O 3.016 -0.946 2.236
O 1.663 -2.498 1.391
H 3.127 -3.546 3.533
H 1.402 -3.130 3.865
H 2.542 -2.068 4.470
C -0.094 3.443 -0.606
C 0.498 4.789 -0.384
O 0.200 4.948 0.998
C -1.071 4.374 1.154
O -1.906 4.575 1.978
O -1.206 3.359 0.200
F -0.165 5.764 -1.028
H 0.679 2.729 -0.314
H -0.371 3.378 -1.663
H 1.578 4.860 -0.508
C -4.999 -1.864 -1.629
N -3.547 -1.936 -1.678
O -3.046 -2.991 -1.316
O -2.897 -1.022 -2.145
H -5.383 -1.103 -0.953
H -5.423 -2.849 -1.458
H -5.299 -1.574 -2.637
C -1.681 -0.591 2.905
N -2.373 -1.087 1.631
O -3.283 -0.449 1.168
O -1.936 -2.121 1.156
H -0.708 -1.064 2.967
H -2.377 -0.889 3.689
H -1.724 0.496 2.909
*
```

Computed properties:
energy above the lowest of the compared OMol25 structures with the same formula, charge and spin: 0.00 kJ/mol
calculated total energy: -1585.739404 Ha
LUMO: -13.099 eV
F_max: 3.52 eV/Å


The following is a quantum chemistry calculation of a structure of composition C8H17N4O3V, from the Open Molecules 2025 dataset.

```
! wB97M-V def2-TZVPD RIJCOSX def2/J DEFGRID3
* xyz 1 4
V -0.683 0.775 -1.200
N -1.645 2.812 -0.737
C -0.744 3.506 0.225
C 0.638 2.786 0.242
O 1.483 3.027 1.096
N 0.850 1.895 -0.804
C 2.114 1.281 -1.097
C 1.887 -0.154 -1.525
O 2.626 -1.075 -1.012
O 0.753 -0.446 -2.048
H -1.599 3.379 -1.595
H -2.599 3.053 -0.402
H -1.117 3.485 1.277
H -0.643 4.598 -0.021
H 2.710 1.372 -0.223
H 2.616 1.868 -1.823
N 0.649 -2.667 0.248
C 0.213 -2.351 1.647
C -0.115 -0.821 1.649
N -1.014 -0.427 0.435
C -1.616 -1.676 -0.140
C -0.578 -2.728 -0.589
H 0.979 -3.638 0.268
H 1.960 -1.801 -0.772
H 1.032 -2.619 2.333
H -0.668 -2.959 1.915
H 0.816 -0.366 1.484
H -0.652 -0.361 2.509
H -1.701 0.023 0.993
H -2.237 -1.331 -0.950
H -2.200 -2.173 0.659
H -0.381 -2.599 -1.659
H -1.136 -3.669 -0.381
*
```

Computed properties:
energy above the lowest of the compared OMol25 structures with the same formula, charge and spin: 0.00 kJ/mol
calculated total energy: -1703.564477 Ha
LUMO (alpha / beta): -3.119 / -3.394 eV
⟨S²⟩: 3.76
F_max: 3.08 eV/Å